## A
Below is C5H13N in the gas phase, with properties calculated with ωB97M-V/def2-TZVPD.

Positions of all 19 atoms, in Å:
C -1.165 -1.644 -0.616
N -0.758 -0.290 -0.952
C 0.145 0.363 0.016
C 0.519 1.739 -0.536
C 1.458 -0.478 0.334
C -0.624 0.520 1.347
H -1.732 -1.665 0.311
H -1.795 -1.994 -1.455
H -0.343 -2.366 -0.528
H -0.451 -0.251 -1.908
H -0.362 2.336 -0.685
H 1.007 1.607 -1.543
H 1.302 2.265 0.012
H 2.084 0.107 0.999
H 1.165 -1.407 0.819
H 2.003 -0.600 -0.584
H -0.800 -0.443 1.830
H -0.065 1.200 2.035
H -1.588 1.001 1.104

LUMO, eV: 1.018
Kohn-Sham gap, eV: 9.591
SMILES string: CNC(C)(C)C

## B
Below is C5H13N in the gas phase, with properties calculated with ωB97M-V/def2-TZVPD.

Positions of all 19 atoms, in Å:
C 0.623 -1.291 1.549
C -0.216 -0.551 0.496
C -0.375 -1.211 -0.864
C 0.166 0.993 0.251
C -1.071 1.634 -0.350
N 1.390 0.989 -0.666
H 1.643 -0.908 1.292
H 0.443 -2.302 1.420
H 0.535 -0.956 2.616
H -1.241 -0.599 0.924
H 0.495 -1.318 -1.517
H -0.288 -2.200 -0.394
H -1.297 -1.292 -1.448
H 0.481 1.517 1.166
H -2.051 1.498 0.197
H -0.956 2.593 -0.839
H -1.296 1.117 -1.371
H 1.429 0.376 -1.539
H 1.586 1.912 -0.923

LUMO, eV: 1.114
Kohn-Sham gap, eV: 10.174
SMILES string: CC(C)[C@H](C)N

## C
Below is C5H13N in the gas phase, with properties calculated with ωB97M-V/def2-TZVPD.

Positions of all 19 atoms, in Å:
C 1.913 -0.536 -0.747
C 0.375 -0.443 -0.930
C -0.465 0.203 0.178
C -0.177 -0.478 1.546
C -1.948 0.141 -0.215
N -0.144 1.635 0.346
H 2.275 -1.313 0.022
H 2.375 -0.734 -1.767
H 2.337 0.457 -0.372
H 0.158 0.159 -1.852
H -0.019 -1.439 -1.077
H -0.422 -1.542 1.507
H 0.863 -0.340 1.843
H -0.843 -0.043 2.268
H -2.312 -0.884 -0.290
H -2.481 0.683 0.594
H -2.119 0.645 -1.185
H 0.791 1.756 0.732
H -0.155 2.073 -0.601

LUMO, eV: 1.001
Kohn-Sham gap, eV: 10.257
SMILES string: CCC(C)(C)N

C (0.243 eV below the next structure)

## A
Below is 4 unconnected molecules or ions with the total composition C2H11O4, with properties calculated with ωB97M-V/def2-TZVPD.

Positions of all 17 atoms, in Å:
C 0.255 0.070 1.105
O -0.480 0.103 -0.124
C 1.048 1.366 1.338
H 0.922 -0.874 1.037
H -0.457 -0.184 1.995
H 0.704 2.327 0.778
H 2.059 1.296 1.032
H 1.124 1.630 2.406
H 0.354 2.007 -1.540
H -0.067 0.694 -1.405
O 0.490 1.240 -2.097
H -1.659 -2.371 0.278
H -1.830 -0.927 0.018
O -2.366 -1.713 0.317
H -0.667 -1.967 -1.849
H 0.306 -1.027 -1.247
O 0.262 -1.670 -2.042

Net charge: -1
LUMO, eV: 4.070
Kohn-Sham gap, eV: 8.637

## B
Below is 4 unconnected molecules or ions with the total composition C2H11O4, with properties calculated with ωB97M-V/def2-TZVPD.

Positions of all 17 atoms, in Å:
C 1.049 -0.485 -0.538
O -0.090 -0.029 0.096
C 1.642 0.593 -1.449
H 0.861 -1.386 -1.158
H 1.819 -0.862 0.168
H 2.387 0.201 -2.163
H 2.148 1.401 -0.912
H 0.863 1.059 -2.052
H -2.771 -0.267 -1.535
H -1.286 -0.198 -1.096
O -1.895 -0.078 -1.881
H 0.340 1.565 2.649
H 0.114 1.161 1.209
O 0.334 1.969 1.774
H -1.253 -1.542 2.356
H -0.612 -1.259 0.939
O -0.748 -1.977 1.666

Net charge: -1
LUMO, eV: 4.111
Kohn-Sham gap, eV: 8.631

B (0.973 eV below the next structure)

## A
Below is C6H12O in the gas phase, with properties calculated with ωB97M-V/def2-TZVPD.

Positions of all 19 atoms, in Å:
C -2.662 1.595 0.969
C -1.320 0.944 1.296
C -0.660 0.326 0.057
C 0.476 -0.583 0.355
C 1.649 -0.206 -0.436
O 2.722 -1.103 -0.483
C 2.396 -2.208 -1.290
H -2.567 2.304 0.138
H -3.403 0.841 0.682
H -3.058 2.144 1.830
H -1.437 0.171 2.062
H -0.637 1.696 1.711
H -0.477 1.112 -0.703
H -1.384 -0.380 -0.394
H 1.515 -2.736 -0.895
H 1.981 0.667 0.168
H 1.429 0.198 -1.448
H 2.185 -1.897 -2.328
H 3.253 -2.885 -1.290

LUMO, eV: 0.145
Kohn-Sham gap, eV: 8.713

## B
Below is C6H12O in the gas phase, with properties calculated with ωB97M-V/def2-TZVPD.

Positions of all 19 atoms, in Å:
C -1.733 -0.996 -0.686
C -0.763 0.072 -0.187
C -1.471 1.157 0.639
C 0.302 -0.648 0.610
O 1.098 -1.564 -0.105
C 1.742 -0.426 0.469
C 2.319 0.568 -0.500
H -2.407 -0.588 -1.444
H -1.150 -1.819 -1.107
H -2.320 -1.383 0.160
H -0.305 0.564 -1.055
H -1.942 0.732 1.536
H -2.269 1.619 0.044
H -0.791 1.959 0.956
H -0.071 -1.059 1.552
H 2.359 -0.646 1.344
H 1.667 0.705 -1.368
H 3.291 0.221 -0.862
H 2.444 1.531 0.004

LUMO, eV: 1.109
Kohn-Sham gap, eV: 11.192
SMILES string: CC(C)[C@H]1O[C@H]1C

## C
Below is C6H12O in the gas phase, with properties calculated with ωB97M-V/def2-TZVPD.

Positions of all 19 atoms, in Å:
C -2.509 0.313 -0.585
C -1.438 0.597 0.484
C -0.356 -0.648 0.533
C 1.149 -0.343 0.832
C 2.309 -0.996 0.067
C 1.897 0.395 -0.262
O 1.271 0.557 -1.505
H -2.000 0.142 -1.534
H -3.100 -0.586 -0.347
H -3.232 1.131 -0.716
H -2.001 0.767 1.447
H -0.892 1.521 0.320
H -0.334 -1.262 -0.389
H -0.997 -0.980 1.301
H 1.421 -0.052 1.848
H 2.074 -1.755 -0.677
H 3.269 -1.147 0.566
H 2.547 1.218 0.033
H 0.587 1.230 -1.403

LUMO, eV: 0.985
Kohn-Sham gap, eV: 10.390
SMILES string: CCC[C@H]1C[C@H]1O

B (1.146 eV below the next structure)

## A
Below is 2 unconnected molecules or ions with the total composition C6H12O, with properties calculated with ωB97M-V/def2-TZVPD.

Positions of all 19 atoms, in Å:
C -1.034 2.149 -0.483
C -1.042 0.972 0.153
C -0.889 -0.301 -0.568
C -1.682 -0.674 -1.569
C 0.230 -1.249 -0.148
C 0.348 -1.306 1.379
H -1.254 2.140 -1.546
H -0.564 3.043 -0.094
H -0.976 1.006 1.236
H -2.603 -0.151 -1.792
H -1.581 -1.618 -2.089
H 1.175 -0.855 -0.535
H 0.092 -2.208 -0.635
H 1.124 -2.037 1.611
H 0.610 -0.359 1.845
H -0.600 -1.600 1.829
O 3.025 0.754 0.202
H 2.389 0.603 0.908
H 3.233 1.691 0.295

LUMO, eV: 0.785
Kohn-Sham gap, eV: 9.557
SMILES string: C=CC(=C)CC.O

## B
Below is 2 unconnected molecules or ions with the total composition C6H12O, with properties calculated with ωB97M-V/def2-TZVPD.

Positions of all 19 atoms, in Å:
C 0.369 1.565 1.185
C -0.493 1.182 2.130
C -1.683 1.161 1.194
C -0.673 1.597 0.086
H 1.436 1.773 1.183
H -0.395 0.960 3.190
H -2.142 0.180 1.027
H -2.470 1.892 1.412
H -0.869 2.578 -0.361
H -0.540 0.849 -0.703
C 0.998 -1.610 -0.007
O 0.013 -1.488 -1.002
C 0.576 -1.437 -2.286
H 0.489 -1.617 0.960
H 1.697 -0.759 -0.027
H 1.574 -2.541 -0.127
H -0.243 -1.326 -3.000
H 1.263 -0.580 -2.391
H 1.135 -2.357 -2.519

LUMO, eV: 1.085
Kohn-Sham gap, eV: 10.330
SMILES string: C1=CCC1.COC

A (0.712 eV below the next structure)

## A
Below is 2 unconnected molecules or ions with the total composition C2H3ClF2S, with properties calculated with ωB97M-V/def2-TZVPD.

Positions of all 9 atoms, in Å:
C 2.141 0.250 0.406
C 0.989 0.660 -0.069
F 0.056 1.283 0.638
F 0.584 0.547 -1.325
H 2.377 0.400 1.443
H 2.856 -0.236 -0.228
S -2.305 -1.028 0.010
Cl -4.099 -0.109 0.191
H -2.600 -1.768 -1.066

LUMO, eV: -0.028
Kohn-Sham gap, eV: 9.401
SMILES string: C=C(F)F.SCl

## B
Below is 2 unconnected molecules or ions with the total composition C2H3ClF2S, with properties calculated with ωB97M-V/def2-TZVPD.

Positions of all 9 atoms, in Å:
F -0.380 1.760 0.328
C 0.699 1.063 -0.313
F 0.624 1.269 -1.572
C 1.334 0.253 0.494
S 2.442 -1.042 0.045
H 1.203 0.261 1.534
H 2.128 -1.148 -1.193
Cl -3.580 -0.750 0.370
H -4.468 -1.665 0.306

LUMO, eV: 0.725
Kohn-Sham gap, eV: 9.689
SMILES string: FC(F)=CS.Cl

A (0.185 eV below the next structure)